{"formula": "C16H10BrF5OSr", "method": "the ωB97M-V functional and the def2-TZVPD basis", "e_lumo_ev": 4.874, "total_energy_ha": -3795.088952, "spin_multiplicity": 1, "homo_ev": -1.252, "total_charge": -2, "species": ["C", "C", "C", "H", "C", "C", "H", "H", "H", "H", "Sr", "Br", "C", "C", "C", "H", "C", "C", "H", "H", "H", "H", "F", "C", "C", "F", "C", "F", "C", "O", "C", "F", "C", "F"], "xyz": [[1.62067, 1.92110, -0.40911], [2.28380, 0.73307, 0.02746], [2.18097, -0.22613, -1.02476], [2.80022, 0.59376, 0.97946], [1.46662, 0.35618, -2.10439], [1.10582, 1.69028, -1.72673], [0.55999, 2.41220, -2.34735], [1.54377, 2.86228, 0.12941], [2.62964, -1.20998, -1.01976], [1.27468, -0.12476, -3.06647], [-1.03932, 1.19317, 0.33248], [-1.45119, 0.60064, 3.18775], [-3.27398, 2.59676, 0.21876], [-2.67513, 3.08713, -0.99283], [-1.56798, 3.93121, -0.63418], [-3.10827, 3.04991, -1.99728], [-1.44403, 3.90256, 0.80178], [-2.52260, 3.11943, 1.31999], [-2.66181, 2.87021, 2.36725], [-4.09892, 1.88194, 0.27830], [-1.12883, 4.70561, -1.28691], [-0.74304, 4.51042, 1.38328], [2.03056, -6.11101, 0.63279], [1.38420, -4.93181, 0.53403], [0.37752, -4.72302, -0.40269], [0.04256, -5.74404, -1.22170], [-0.31933, -3.52231, -0.46387], [-1.30811, -3.42283, -1.37857], [-0.02984, -2.41017, 0.38347], [-0.58995, -1.26914, 0.26022], [1.00284, -2.68164, 1.33455], [1.41288, -1.66680, 2.11922], [1.65981, -3.88897, 1.41767], [2.58579, -4.08527, 2.36872]], "forces_ev_per_angstrom": [[0.1, -0.5, -0.4], [-0.3, 0.1, -0.8], [0.0, 1.0, 0.1], [-0.3, 0.0, -0.3], [0.1, 0.5, 0.6], [0.2, -0.5, 0.1], [0.3, -0.3, 0.3], [0.0, -0.1, 0.0], [-0.1, -0.1, 0.1], [-0.1, 0.2, 0.3], [1.8, -1.7, -0.4], [0.0, -0.2, 0.5], [0.4, 0.8, -0.1], [0.1, 1.0, 0.6], [-1.0, 0.0, 0.7], [0.3, -0.3, 0.4], [-1.1, 0.4, -0.8], [-0.1, 0.6, -0.6], [0.0, 0.0, -0.3], [0.2, 0.3, 0.0], [0.2, -0.9, 0.3], [-0.2, -0.4, -0.2], [0.1, -0.3, 0.0], [-0.5, 0.8, 0.0], [0.0, 0.2, 0.4], [0.0, -0.1, -0.2], [0.3, -0.3, 0.4], [0.0, 0.1, -0.1], [-0.1, 0.6, -0.4], [-0.1, -0.6, 0.1], [-0.1, 0.4, -0.2], [-0.1, -0.4, 0.0], [-0.3, -0.2, -0.4], [0.4, 0.0, 0.2]], "nbo_charge": [-0.46, -0.35, -0.34, 0.20, -0.35, -0.43, 0.20, 0.20, 0.19, 0.18, 1.81, -0.92, -0.45, -0.41, -0.36, 0.20, -0.41, -0.39, 0.25, 0.21, 0.20, 0.21, -0.33, 0.18, 0.25, -0.33, 0.22, -0.33, 0.30, -0.82, 0.27, -0.31, 0.25, -0.32]}

***

{"formula": "C16H22F7NO11S", "method": "the ωB97M-V functional and the def2-TZVPD basis", "e_lumo_ev": 0.258, "total_energy_ha": -2602.579870, "spin_multiplicity": 1, "homo_ev": -10.871, "smiles": "C[C@H](F)N(C(F)(F)C(F)(F)F)S(=O)(=O)F.C[C@@H]1COC(=O)O1.C[C@@H]1COC(=O)O1.C[C@@H]1COC(=O)O1", "species": ["C", "C", "F", "N", "C", "F", "F", "C", "F", "F", "F", "S", "O", "O", "F", "H", "H", "H", "H", "C", "C", "C", "O", "C", "O", "O", "H", "H", "H", "H", "H", "H", "C", "C", "C", "O", "C", "O", "O", "H", "H", "H", "H", "H", "H", "C", "C", "C", "O", "C", "O", "O", "H", "H", "H", "H", "H", "H"], "xyz": [[2.28552, -2.86396, 4.56567], [1.19687, -2.81989, 3.50325], [1.69449, -2.32322, 2.30072], [-0.03017, -2.02759, 3.81420], [-0.99373, -2.75248, 4.61186], [-1.14132, -3.96264, 4.03807], [-0.56787, -2.96458, 5.87756], [-2.41867, -2.12112, 4.69167], [-2.78195, -1.65217, 3.51708], [-2.46669, -1.15531, 5.58311], [-3.26877, -3.06481, 5.04895], [0.16722, -0.41410, 4.23762], [0.38871, -0.28021, 5.63373], [-0.79402, 0.36270, 3.54665], [1.52261, -0.17753, 3.53504], [2.11176, -3.71923, 5.22536], [3.23546, -3.04148, 4.05272], [2.34862, -1.96388, 5.17415], [0.84645, -3.82907, 3.28296], [-3.48974, 1.06088, 1.89431], [-3.56678, 1.35542, 0.42144], [-4.86224, 1.96319, -0.07532], [-4.92583, 1.48425, -1.42741], [-4.23898, 0.31739, -1.48440], [-4.25016, -0.42952, -2.40953], [-3.53131, 0.13304, -0.34861], [-2.55612, 0.56074, 2.13571], [-3.54674, 1.98436, 2.47100], [-4.30815, 0.40438, 2.19476], [-2.71482, 1.96493, 0.10564], [-4.87239, 3.04980, -0.06680], [-5.72836, 1.58116, 0.46977], [-2.04534, 1.98194, -3.12974], [-0.76471, 2.63882, -3.56488], [0.34190, 1.69677, -3.99042], [1.52227, 2.44534, -3.65661], [1.20525, 3.28352, -2.63760], [2.00017, 3.89190, -1.99707], [-0.13227, 3.31612, -2.45685], [-2.75307, 2.72698, -2.76773], [-2.50752, 1.44220, -3.95527], [-1.84982, 1.27755, -2.31933], [-0.95216, 3.38690, -4.33977], [0.33959, 1.46107, -5.05117], [0.33697, 0.77206, -3.40776], [4.84540, 1.10921, -3.91424], [3.99751, -0.07512, -3.53692], [4.23417, -0.62598, -2.14715], [3.89716, -2.01025, -2.30655], [4.10680, -2.34155, -3.60521], [4.10538, -3.45064, -4.02923], [4.31687, -1.22625, -4.34440], [4.66390, 1.39784, -4.94870], [4.61226, 1.95943, -3.27340], [5.90386, 0.86360, -3.81709], [2.93855, 0.14858, -3.68810], [3.60946, -0.17476, -1.38081], [5.28453, -0.55474, -1.85493]], "forces_ev_per_angstrom": [[0.0, -0.2, -0.1], [0.2, -0.1, -0.5], [-0.2, -0.2, 0.5], [0.3, -0.1, 0.4], [0.2, -0.1, -0.3], [-0.1, 0.0, 0.0], [0.0, 0.0, -0.1], [0.3, -0.3, -0.1], [-0.2, 0.2, -0.6], [0.1, 0.6, 0.4], [-0.3, -0.5, 0.3], [-0.1, 0.2, 0.3], [0.0, 0.1, -0.4], [0.2, -0.1, 0.3], [0.0, 0.0, 0.0], [-0.1, 0.2, 0.0], [-0.1, 0.1, 0.1], [0.0, 0.0, -0.1], [0.0, 0.2, 0.0], [-0.1, -0.2, 0.0], [0.0, 0.0, 0.1], [0.0, 0.0, 0.0], [-0.1, 0.0, 0.1], [0.0, -0.1, 0.0], [0.0, 0.1, 0.0], [0.1, 0.0, 0.0], [0.0, 0.1, 0.0], [0.0, 0.0, 0.0], [0.0, 0.1, 0.0], [0.0, 0.0, 0.0], [0.0, 0.0, -0.1], [0.0, 0.0, 0.0], [0.0, 0.1, 0.2], [-0.1, -0.1, 0.0], [0.1, 0.0, -0.1], [0.0, -0.2, 0.0], [0.1, 0.0, 0.1], [0.0, 0.0, 0.0], [0.0, 0.1, 0.0], [0.0, 0.0, -0.1], [0.0, 0.0, 0.0], [0.0, -0.1, -0.1], [0.0, 0.0, 0.0], [0.1, 0.1, 0.0], [-0.1, 0.0, 0.0], [0.1, -0.1, -0.2], [0.1, 0.2, 0.0], [-0.1, 0.0, 0.1], [0.1, 0.0, 0.0], [0.0, 0.0, 0.0], [0.0, 0.1, 0.0], [-0.1, 0.0, 0.0], [-0.1, 0.0, 0.0], [0.0, 0.0, 0.0], [0.0, 0.0, 0.1], [0.0, 0.0, 0.0], [-0.1, -0.1, 0.0], [0.0, 0.1, 0.0]], "nbo_charge": [-0.68, 0.35, -0.35, -0.73, 0.73, -0.30, -0.31, 0.92, -0.29, -0.29, -0.29, 2.53, -0.88, -0.88, -0.45, 0.23, 0.25, 0.24, 0.21, -0.63, 0.07, -0.10, -0.50, 0.97, -0.58, -0.50, 0.25, 0.22, 0.22, 0.18, 0.21, 0.19, -0.64, 0.07, -0.10, -0.51, 0.97, -0.57, -0.50, 0.23, 0.24, 0.22, 0.19, 0.21, 0.19, -0.63, 0.07, -0.09, -0.50, 0.97, -0.57, -0.50, 0.23, 0.24, 0.22, 0.18, 0.21, 0.18]}

***

{"formula": "C4H11NP2", "method": "the ωB97M-V functional and the def2-TZVPD basis", "e_lumo_ev": 0.014, "total_energy_ha": -896.354402, "spin_multiplicity": 1, "homo_ev": -8.346, "smiles": "CC/P=N/PCC", "species": ["C", "C", "P", "N", "P", "C", "C", "H", "H", "H", "H", "H", "H", "H", "H", "H", "H", "H"], "xyz": [[-1.34108, -0.24026, -2.01532], [-2.53585, -0.09363, -1.00930], [-1.92727, 0.76862, 0.68852], [-0.86073, -0.34498, 0.95223], [0.45288, 0.38151, 2.56707], [1.69683, 0.83949, 1.30478], [2.12207, -0.27533, 0.44276], [-1.68746, -0.80871, -2.84987], [-1.10025, 0.79093, -2.46890], [-0.45945, -0.64573, -1.57313], [-2.77523, -1.17272, -0.60327], [-3.31898, 0.45186, -1.51939], [0.93566, -0.93389, 3.07112], [1.15428, 1.65731, 0.80795], [2.67788, 1.25911, 1.59046], [1.44751, -1.08815, 0.05358], [2.60014, 0.16135, -0.44618], [2.91907, -0.70678, 1.00688]], "forces_ev_per_angstrom": [[-1.1, 2.7, 0.0], [1.6, -1.4, 1.6], [-0.4, -0.9, -1.9], [2.3, 1.0, 2.9], [-1.7, -1.4, -1.2], [-0.6, 0.9, 0.3], [0.4, -1.3, -2.3], [0.0, -0.7, -0.6], [-0.1, -1.4, 0.8], [0.5, -0.4, 0.3], [-0.2, 2.2, -1.0], [-0.6, -0.2, 0.3], [-0.3, 1.0, -0.9], [0.2, -0.2, -0.2], [-0.8, 0.3, 0.9], [0.2, 1.1, 0.9], [0.0, -0.2, 0.0], [0.6, -1.0, 0.1]], "nbo_charge": [-0.61, -0.70, 0.96, -1.10, 0.67, -0.74, -0.62, 0.21, 0.19, 0.22, 0.23, 0.21, -0.04, 0.22, 0.25, 0.23, 0.21, 0.20]}

***

{"formula": "C8H18F6NO9S2V", "method": "the ωB97M-V functional and the def2-TZVPD basis", "e_lumo_ev": -1.109, "total_energy_ha": -3387.112604, "spin_multiplicity": 1, "homo_ev": -10.342, "species": ["O", "V", "O", "C", "F", "F", "F", "S", "O", "O", "N", "S", "O", "O", "C", "F", "F", "F", "O", "H", "H", "C", "C", "C", "O", "H", "H", "H", "H", "H", "H", "H", "H", "C", "C", "C", "O", "H", "H", "H", "H", "H", "H", "H", "H"], "xyz": [[0.79708, -0.40303, 0.83023], [0.76404, 0.93712, 0.03410], [1.29133, 0.72982, -1.48741], [1.39851, 2.25070, 3.42843], [1.21395, 2.39816, 4.72418], [2.42451, 2.99926, 3.03882], [1.68492, 0.96982, 3.15203], [-0.16724, 2.73448, 2.56476], [-1.04312, 1.61286, 2.64603], [-0.59670, 3.93948, 3.17334], [0.40232, 2.76463, 0.96837], [0.40971, 4.34327, 0.49472], [-0.91672, 4.72580, 0.14808], [1.12968, 5.20459, 1.37510], [1.41545, 4.31829, -1.04388], [1.61733, 5.58401, -1.42045], [2.58367, 3.75050, -0.79318], [0.78415, 3.64209, -2.00364], [2.93196, 1.26346, 0.61156], [3.26971, 1.22945, 1.51397], [3.68165, 1.14359, 0.01910], [-3.61967, 0.38835, -1.34587], [-2.12324, 0.25317, -1.52611], [-1.61077, 0.97177, -2.75760], [-1.43802, 0.73027, -0.34209], [-4.13208, 0.47982, -2.30126], [-3.80707, 1.37682, -0.89474], [-4.07020, -0.33240, -0.66666], [-1.85225, -0.79989, -1.68313], [-0.52285, 0.92506, -2.79428], [-1.87642, 2.03287, -2.76373], [-2.02224, 0.48018, -3.63567], [-1.90650, 0.40936, 0.44042], [-0.06911, -6.46033, -0.38369], [0.76402, -5.24486, -0.00384], [0.23429, -4.00428, -0.65066], [0.62097, -5.02763, 1.42511], [-1.07459, -6.33591, 0.01689], [0.36539, -7.35351, 0.07907], [-0.12968, -6.65616, -1.45504], [1.82346, -5.41542, -0.21561], [-0.78168, -3.79416, -0.29854], [0.19724, -4.00710, -1.74057], [0.77745, -3.09625, -0.36799], [1.17739, -5.65813, 1.89135]], "forces_ev_per_angstrom": [[0.0, -0.2, -0.1], [0.3, -0.5, -2.0], [-0.7, 0.2, 2.0], [-0.2, 0.0, 0.0], [0.1, -0.1, 0.2], [0.1, 0.0, 0.0], [0.1, 0.2, 0.1], [-0.2, -1.2, -0.3], [0.1, -0.7, -0.2], [0.4, 0.5, -0.5], [-0.2, 0.8, 1.4], [-0.5, 1.3, 0.0], [-0.2, -0.1, -0.6], [0.6, -0.4, 0.0], [-0.2, 0.1, -0.1], [-0.2, -0.6, 0.0], [0.3, -0.1, -0.1], [0.2, 0.2, 0.0], [-0.1, 0.2, 0.1], [-0.2, 0.0, 0.0], [-0.2, 0.0, -0.2], [-0.1, 1.4, 0.5], [0.1, -0.8, -0.9], [0.3, 0.5, 0.4], [0.7, 0.4, 0.1], [0.0, -0.6, 0.0], [0.1, -0.2, 0.0], [0.0, -0.3, -0.3], [0.0, 0.0, 0.4], [-0.1, -0.1, -0.1], [-0.2, -0.1, 0.0], [0.0, 0.0, -0.1], [0.2, 0.1, 0.1], [0.3, -0.5, 0.2], [-0.4, -0.3, 0.6], [-0.3, 1.4, -0.1], [0.2, 0.0, -0.4], [0.0, 0.0, -0.1], [-0.1, 0.0, 0.0], [0.1, 0.2, 0.0], [0.0, 0.1, -0.2], [0.0, -0.3, 0.0], [0.1, -0.4, 0.0], [0.3, -0.3, 0.1], [0.0, 0.0, 0.0]], "mulliken_charge": [-0.41, 1.26, -0.63, 0.72, -0.21, -0.24, -0.23, 0.95, -0.63, -0.58, 0.05, 0.87, -0.63, -0.59, 0.63, -0.20, -0.22, -0.18, -0.37, 0.21, 0.23, -1.48, 0.90, -1.50, -0.19, 0.38, 0.36, 0.40, 0.08, 0.32, 0.32, 0.45, 0.18, -1.24, 0.52, -1.26, -0.56, 0.31, 0.34, 0.34, 0.27, 0.31, 0.42, 0.23, 0.31]}